[1]
2 unconnected molecules or ions with the total composition C7H14OSi, computed with the ωB97M-V functional and the def2-TZVPD basis.

Atoms and positions in Å:
C -1.742 0.514 2.653
C -0.920 0.360 1.802
C -1.698 -0.074 -1.330
C -0.556 2.045 -0.789
C 1.922 0.022 1.413
C 1.714 -1.597 -1.389
C -0.499 0.545 -0.659
O -0.175 -1.965 0.816
Si 0.739 -0.658 0.076
H -2.250 0.731 3.564
H -1.193 -0.322 -2.362
H -2.433 0.605 -1.653
H -2.050 -0.974 -0.860
H -1.033 2.274 -1.840
H 0.396 2.455 -0.612
H -1.272 2.470 -0.023
H 1.873 -0.661 2.371
H 3.033 0.052 1.192
H 1.638 1.055 1.756
H 1.773 -2.549 -1.025
H 1.060 -1.495 -2.324
H 2.732 -1.216 -1.746
H -1.060 -1.616 0.968

Output
Highest occupied orbital energy, eV: -9.3
HOMO-LUMO gap, Ha: 0.305
E, a.u.: -639.6814

Here are the Mulliken charges for atoms 1 to 4, given in e: -0.4008 -0.6744 -1.2953 -1.1826

=====

[2]
C4H10N2O in the gas phase, computed with the ωB97M-V functional and the def2-TZVPD basis.

Atoms and positions in Å:
C -0.115 -0.578 -1.616
C -0.871 0.030 -0.442
N -1.691 1.201 -0.826
C 0.099 0.616 0.593
N 1.141 -0.341 0.958
C 1.204 -0.910 2.206
O 0.929 -0.376 3.250
H 0.757 0.063 -1.814
H -0.697 -0.543 -2.534
H 0.337 -1.552 -1.439
H -1.535 -0.683 0.047
H -1.037 1.944 -1.042
H -2.287 1.030 -1.627
H -0.423 0.869 1.514
H 0.584 1.500 0.175
H 1.984 -0.336 0.409
H 1.621 -1.933 2.188

Output
Highest occupied orbital energy, eV: -9.6
Structure (SMILES): C[C@H](N)CNC=O
HOMO-LUMO gap, Ha: 0.382
E, a.u.: -343.1478

Here are the Mulliken charges for atoms 1 to 4, given in e: -1.2608 0.4052 -0.6289 -1.0107

=====

[3]
9 unconnected molecules or ions with the total composition C36H45N9, computed with the ωB97M-V functional and the def2-TZVPD basis.

Atoms and positions in Å:
C 4.628 0.797 -7.567
C 4.992 0.787 -6.187
C 4.139 1.698 -5.565
N 3.315 2.153 -6.517
C 3.613 1.649 -7.732
H 4.896 0.107 -8.353
H 5.713 0.163 -5.679
H 4.019 1.951 -4.522
H 2.531 2.749 -6.291
H 2.994 1.927 -8.573
C 0.456 -0.787 0.628
C 0.947 0.173 -0.214
C 0.941 -0.363 -1.475
N 0.461 -1.639 -1.403
C 0.012 -1.904 -0.089
H 0.258 -0.666 1.683
H 1.284 1.159 0.070
H 1.157 0.128 -2.412
H 0.362 -2.243 -2.206
H -0.478 -2.819 0.210
C 0.468 3.577 5.839
C 0.322 4.014 4.507
C -1.025 4.050 4.228
N -1.719 3.610 5.367
C -0.797 3.334 6.356
H 1.406 3.394 6.343
H 1.093 4.270 3.795
H -1.583 4.267 3.329
H -2.700 3.373 5.390
H -1.152 2.929 7.292
C -0.886 -7.392 -1.540
C -1.681 -8.265 -2.263
C -2.578 -8.881 -1.375
N -2.135 -8.495 -0.119
C -1.208 -7.505 -0.229
H -0.167 -6.702 -1.956
H -1.627 -8.278 -3.342
H -3.390 -9.574 -1.540
H -2.444 -8.984 0.708
H -0.838 -6.927 0.605
C -4.541 3.695 -2.573
C -3.252 3.455 -2.051
C -2.805 4.514 -1.297
N -3.765 5.484 -1.339
C -4.782 5.007 -2.170
H -5.156 3.063 -3.197
H -2.767 2.496 -2.156
H -1.894 4.654 -0.735
H -3.821 6.289 -0.731
H -5.610 5.626 -2.481
C 3.490 6.648 -1.298
C 4.425 5.650 -1.049
C 5.387 5.770 -1.976
N 5.100 6.783 -2.863
C 3.916 7.314 -2.428
H 2.557 6.882 -0.808
H 4.410 4.929 -0.245
H 6.311 5.223 -2.092
H 5.679 6.953 -3.672
H 3.498 8.096 -3.045
C 6.027 -3.681 -1.623
C 5.350 -4.581 -0.778
C 4.506 -3.775 0.026
N 4.564 -2.510 -0.349
C 5.513 -2.435 -1.360
H 6.797 -3.878 -2.355
H 5.471 -5.655 -0.761
H 3.713 -4.094 0.686
H 3.872 -1.784 -0.226
H 5.730 -1.481 -1.818
C -2.040 -3.645 5.298
C -3.160 -4.498 5.402
C -2.843 -5.837 5.147
N -1.524 -5.832 4.818
C -1.040 -4.530 4.855
H -1.947 -2.577 5.424
H -4.144 -4.187 5.720
H -3.495 -6.697 5.112
H -0.993 -6.663 4.601
H -0.035 -4.319 4.521
C -5.958 0.376 3.368
C -6.980 1.320 3.411
C -6.730 2.204 2.396
N -5.498 1.916 1.803
C -5.094 0.759 2.339
H -5.852 -0.447 4.059
H -7.798 1.298 4.117
H -7.303 3.028 1.997
H -4.937 2.477 1.177
H -4.148 0.365 1.998

Output
Highest occupied orbital energy, eV: -7.9
Structure (SMILES): c1cc[nH]c1.c1cc[nH]c1.c1cc[nH]c1.c1cc[nH]c1.c1cc[nH]c1.c1cc[nH]c1.c1cc[nH]c1.c1cc[nH]c1.c1cc[nH]c1
HOMO-LUMO gap, Ha: 0.300
E, a.u.: -1891.4158

Here are the Mulliken charges for atoms 1 to 4, given in e: -0.5724 -0.3348 -0.5541 0.0095

=====

[4]
C3H5NO2 in the gas phase, computed with the ωB97M-V functional and the def2-TZVPD basis.

Atoms and positions in Å:
N 0.223 1.477 1.444
C 0.335 0.466 0.475
O 1.447 0.385 -0.020
C -0.119 -1.007 -0.116
C -0.677 -0.729 -1.493
O -1.651 -1.284 -1.933
H -0.559 1.985 1.835
H 1.149 1.880 1.624
H -0.803 -1.525 0.527
H 0.772 -1.688 -0.271
H -0.116 0.039 -2.073

Output
Highest occupied orbital energy, eV: -9.3
Structure (SMILES): NC(=O)CC=O
HOMO-LUMO gap, Ha: 0.364
E, a.u.: -322.4733

Here are the Mulliken charges for atoms 1 to 4, given in e: -0.4459 0.3808 -0.5297 -0.2866

=====

[5]
A molecular structure, CH3PSi, computed with the ωB97M-V functional and the def2-TZVPD basis.

Atoms and positions in Å:
C 0.631 0.139 0.752
Si -0.529 -0.057 -0.626
P 1.452 -1.211 0.260
H 0.926 1.031 1.785
H -1.570 -0.971 -0.801
H -0.910 1.068 -1.370

Output
Highest occupied orbital energy, eV: -8.0
HOMO-LUMO gap, Ha: 0.287
E, a.u.: -670.6031

Here are the Mulliken charges for atoms 1 to 4, given in e: -0.1702 0.2140 -0.1184 0.2331

=====

[6]
2 unconnected molecules or ions with the total composition C4H8N2, computed with the ωB97M-V functional and the def2-TZVPD basis.

Atoms and positions in Å:
C -1.789 0.530 -0.371
C -0.543 -0.289 -0.395
C 0.690 0.161 -0.127
N 1.824 -0.676 -0.281
C 0.897 1.496 0.379
N 1.072 2.571 0.777
H -2.030 0.794 -1.406
H -1.661 1.459 0.190
H -2.650 -0.009 0.041
H -0.616 -1.301 -0.798
H 1.875 -1.043 -1.217
H 2.726 -0.285 -0.051
H -0.179 -1.905 1.753
H 0.385 -1.502 1.506

Output
Highest occupied orbital energy, eV: -9.0
Structure (SMILES): C/C=C(/N)C#N.[H][H]
HOMO-LUMO gap, Ha: 0.360
E, a.u.: -266.6559

Here are the Mulliken charges for atoms 1 to 4, given in e: -1.1987 -0.1291 0.4824 -0.5630

=====

[7]
C11H12N2O in the gas phase, computed with the ωB97M-V functional and the def2-TZVPD basis.

Atoms and positions in Å:
C -3.021 1.661 0.793
C -1.721 1.122 0.429
C -1.544 0.341 -0.698
O -0.289 -0.085 -1.137
C 0.640 -0.329 -0.032
C 0.132 -1.510 0.792
C 1.986 -0.620 -0.635
C 2.398 -1.396 -1.719
C 1.385 -2.014 -2.531
N 0.395 -2.317 -3.029
C 3.732 -1.374 -2.208
N 4.854 -1.262 -2.432
C 0.631 0.923 0.865
C -0.622 1.306 1.422
H -3.102 2.548 0.177
H -3.816 0.956 0.517
H -3.035 1.989 1.839
H -2.351 0.160 -1.411
H -0.796 -1.260 1.295
H 0.704 -2.029 1.565
H -0.267 -2.204 0.054
H 2.862 -0.163 -0.089
H 1.079 1.759 0.390
H 1.338 0.825 1.702
H -0.679 2.224 1.720
H -0.893 0.748 2.360

Output
Highest occupied orbital energy, eV: -8.6
Structure (SMILES): CC1=CO[C@@](C)(C=C(C#N)C#N)CC1
HOMO-LUMO gap, Ha: 0.287
E, a.u.: -610.9880

Here are the Mulliken charges for atoms 1 to 4, given in e: -1.5307 1.1009 -0.7308 -0.3813

=====

[8]
A gas-phase ion, C5H14N2O (charge +2), computed with the ωB97M-V functional and the def2-TZVPD basis.

Atoms and positions in Å:
C -3.684 1.163 0.983
N -2.687 0.543 0.355
C -1.315 0.695 0.813
C -0.192 0.536 -0.475
C 1.094 -0.341 -0.227
N 2.357 0.347 0.450
C 1.736 -1.204 -1.315
O 2.245 -2.276 -0.516
H -4.760 1.108 0.504
H -3.554 1.783 1.914
H -2.849 0.148 -0.632
H -1.030 1.564 1.465
H -1.315 -0.189 1.522
H -0.632 -0.148 -1.110
H 0.034 1.559 -0.955
H 0.641 -1.152 0.462
H 2.877 0.935 -0.073
H 2.154 0.739 1.382
H 3.022 -0.430 0.604
H 0.861 -1.661 -1.893
H 2.410 -0.791 -2.036
H 2.588 -2.928 -1.221

Output
Highest occupied orbital energy, eV: -17.9
Charge: +2
Structure (SMILES): C=[NH+]CC[C@H]([NH3+])CO
HOMO-LUMO gap, Ha: 0.346
E, a.u.: -382.9417

Here are the Mulliken charges for atoms 1 to 4, given in e: -0.0889 -0.0528 -0.5054 -0.7972

=====

[9]
5 unconnected molecules or ions with the total composition C33H58BBr2N5O7, computed with the ωB97M-V functional and the def2-TZVPD basis.

Atoms and positions in Å:
C 1.798 -2.660 1.612
C 2.776 -1.593 1.001
Br 3.732 -0.779 2.565
C 2.082 -0.412 0.209
Br 0.127 -0.677 -0.079
C 2.691 -0.124 -1.191
C 3.059 -1.296 -2.012
C 3.670 -1.076 -3.307
C 3.943 0.252 -3.869
B 4.664 0.327 -5.305
N 4.207 1.065 -6.469
O 5.851 -0.438 -5.476
C 3.542 1.425 -3.087
C 2.925 1.198 -1.753
C 2.541 2.451 -0.921
O 1.598 2.508 -0.160
C 3.389 3.753 -1.099
C 3.598 4.726 -0.048
C 4.372 5.956 -0.278
C 4.931 6.163 -1.623
C 4.747 5.164 -2.680
C 3.975 3.947 -2.444
C 3.723 2.886 -3.563
O 3.654 3.280 -4.704
H 1.216 -2.244 2.481
H 1.144 -3.168 0.859
H 2.445 -3.473 2.058
H 3.566 -2.136 0.433
H 2.160 0.498 0.863
H 2.876 -2.328 -1.646
H 3.945 -1.963 -3.919
H 4.875 1.774 -6.767
H 3.267 1.437 -6.357
H 6.097 -0.794 -4.603
H 3.153 4.514 0.953
H 4.503 6.702 0.544
H 5.494 7.108 -1.808
H 5.208 5.361 -3.675
C -4.410 2.520 3.751
O -4.194 1.138 3.972
C -3.969 0.376 2.791
C -2.541 0.476 2.227
C -2.253 1.791 1.508
N -1.533 0.277 3.275
H -4.958 2.707 2.822
H -3.458 3.055 3.746
H -4.999 2.906 4.586
H -4.144 -0.665 3.080
H -4.719 0.615 2.029
H -2.428 -0.326 1.489
H -2.064 2.616 2.197
H -1.361 1.693 0.886
H -3.084 2.073 0.856
H -1.659 -0.650 3.677
H -1.768 0.907 4.043
C 2.258 1.431 7.237
O 0.940 1.321 7.746
C 0.272 2.559 7.934
C -0.315 3.173 6.649
C 0.731 3.805 5.735
N -1.082 2.185 5.881
H 2.772 2.320 7.613
H 2.242 1.435 6.145
H 2.816 0.548 7.552
H -0.560 2.340 8.610
H 0.920 3.272 8.460
H -1.000 3.971 6.955
H 1.286 3.065 5.157
H 0.249 4.468 5.014
H 1.447 4.401 6.307
H -1.849 1.847 6.458
H -0.487 1.365 5.767
C 1.822 -3.840 -5.498
O 1.919 -3.970 -4.089
C 0.889 -4.748 -3.495
C 1.084 -6.271 -3.613
C 0.785 -6.824 -5.003
N 2.442 -6.673 -3.224
H 0.783 -3.791 -5.836
H 2.343 -4.663 -5.990
H 2.326 -2.915 -5.787
H 0.909 -4.489 -2.431
H -0.093 -4.437 -3.872
H 0.379 -6.742 -2.920
H 1.594 -6.641 -5.712
H 0.649 -7.906 -4.956
H -0.132 -6.391 -5.411
H 2.599 -6.402 -2.256
H 3.093 -6.088 -3.746
C -8.397 -1.082 -2.295
O -7.877 -2.102 -1.460
C -6.482 -2.329 -1.601
C -5.588 -1.318 -0.860
C -5.498 0.043 -1.545
N -6.028 -1.123 0.527
H -7.896 -1.050 -3.266
H -8.324 -0.113 -1.797
H -9.457 -1.288 -2.457
H -6.304 -3.316 -1.164
H -6.210 -2.406 -2.661
H -4.576 -1.735 -0.840
H -6.381 0.660 -1.372
H -4.644 0.604 -1.159
H -5.363 -0.067 -2.624
H -5.979 -2.015 1.014
H -7.026 -0.918 0.503

Output
Highest occupied orbital energy, eV: -8.6
Structure (SMILES): C[C@H](Br)[C@H](Br)c1ccc(B(N)O)c2c1C(=O)c1ccccc1C2=O.COC[C@@H](C)N.COC[C@@H](C)N.COC[C@@H](C)N.COC[C@@H](C)N
HOMO-LUMO gap, Ha: 0.281
E, a.u.: -7265.5138

Here are the Mulliken charges for atoms 1 to 4, given in e: -1.3250 0.0382 -0.1738 -0.6161

=====

[10]
A molecular structure, C10H25N5O2P2Pd, computed with the ωB97M-V functional and the def2-TZVPD basis.

Atoms and positions in Å:
Pd -0.705 -1.227 -1.078
N -0.353 -2.794 -2.630
N 0.895 -2.411 -3.185
C 1.831 -1.809 -2.334
O 2.997 -1.805 -2.600
O 1.311 -1.319 -1.207
H -0.287 -3.689 -2.143
H -1.022 -2.902 -3.387
H 1.300 -3.057 -3.851
C 1.896 -0.222 3.525
N 1.866 0.869 2.431
C 0.899 1.979 2.886
N -0.386 1.442 3.164
C -0.296 0.401 4.193
N 0.581 -0.696 3.782
C 0.022 -1.503 2.698
P -0.227 -0.457 1.191
C 1.461 0.287 1.102
C -1.097 0.974 1.970
H 2.320 0.254 4.408
H 2.558 -1.008 3.167
H 2.804 1.264 2.337
H 0.876 2.720 2.089
H 1.345 2.409 3.782
H -1.290 0.010 4.398
H 0.098 0.842 5.108
H -0.933 -1.927 3.009
H 0.686 -2.332 2.452
H 1.485 1.080 0.356
H 2.186 -0.467 0.802
H -2.112 0.687 2.248
H -1.176 1.782 1.240
C -0.062 1.685 -2.634
P -1.363 0.443 -2.584
C -1.518 -0.187 -4.262
C -2.901 1.305 -2.219
H -0.266 2.407 -3.429
H 0.898 1.203 -2.825
H -0.016 2.220 -1.685
H -1.700 0.653 -4.937
H -2.353 -0.884 -4.337
H -0.593 -0.683 -4.557
H -3.079 2.055 -2.993
H -2.844 1.802 -1.252
H -3.738 0.607 -2.208

Output
Highest occupied orbital energy (spin up / spin down), eV: -14.6 / -15.6
Charge: +2
HOMO-LUMO gap (spin up / spin down), Ha: 0.332 / 0.276
E, a.u.: -1630.3187
Multiplicity: 3
Expectation value of S²: 2.01

Here are the Mulliken charges for atoms 1 to 4, given in e: -0.8478 -0.5708 -0.0932 0.3906

=====

[11]
A molecular structure, C24H42BN8PdSi2Te, computed with the ωB97M-V functional and the def2-TZVPD basis.

Atoms and positions in Å:
Pd 0.304 0.101 -0.154
C 3.839 -0.448 0.253
C 3.278 -0.606 -1.119
C 3.893 -1.093 -2.272
C 2.922 -1.041 -3.253
N 1.802 -0.526 -2.724
N 2.021 -0.267 -1.421
B 0.361 -0.449 -3.287
N -0.430 -1.580 -2.573
C -0.900 -2.734 -3.068
C -1.377 -3.502 -2.025
C -1.160 -2.743 -0.876
C -1.486 -3.075 0.541
N -0.583 -1.589 -1.229
N -0.286 0.919 -2.906
C -0.700 1.866 -3.759
C -1.430 2.808 -3.059
C -1.442 2.362 -1.739
C -2.129 2.950 -0.554
N -0.770 1.205 -1.677
N 0.321 -0.574 -4.783
C 1.169 -0.068 -5.726
C 0.511 -0.074 -6.922
C -0.783 -0.583 -6.629
C -1.923 -0.784 -7.566
N -0.885 -0.858 -5.342
H 4.815 -0.923 0.318
H 3.968 0.606 0.508
H 3.192 -0.915 1.000
H 4.907 -1.441 -2.373
H 2.962 -1.348 -4.284
H -0.887 -2.929 -4.125
H -1.835 -4.473 -2.090
H -2.059 -3.997 0.587
H -0.573 -3.223 1.122
H -2.085 -2.281 0.997
H -0.470 1.828 -4.812
H -1.911 3.682 -3.462
H -2.755 3.785 -0.855
H -2.770 2.202 -0.082
H -1.414 3.322 0.183
H 2.165 0.267 -5.489
H 0.889 0.224 -7.885
H -1.577 -0.808 -8.597
H -2.459 -1.704 -7.342
H -2.634 0.039 -7.471
C -2.613 -0.681 4.906
Si -1.081 -1.662 5.371
C -0.784 -1.661 7.213
C -1.078 -3.360 4.578
C 0.480 -0.753 4.612
Te 0.188 -0.553 2.528
C -0.534 1.435 2.560
Si 0.865 2.782 2.457
C 0.025 4.434 2.674
C 2.171 2.447 3.753
C 1.507 2.565 0.691
H -3.498 -1.182 5.303
H -2.758 -0.590 3.826
H -2.599 0.322 5.341
H -1.605 -2.192 7.701
H -0.759 -0.649 7.620
H 0.143 -2.169 7.483
H -1.905 -3.961 4.958
H -0.157 -3.903 4.800
H -1.190 -3.309 3.490
H 1.369 -1.358 4.789
H 0.615 0.250 5.015
H -1.148 1.553 3.455
H -1.182 1.541 1.683
H -0.535 4.493 3.609
H -0.658 4.670 1.858
H 0.786 5.219 2.697
H 1.767 2.578 4.760
H 2.985 3.168 3.648
H 2.610 1.449 3.688
H 0.765 2.898 -0.039
H 1.789 1.509 0.493
H 2.415 3.139 0.498

Output
Highest occupied orbital energy (spin up / spin down), eV: -13.4 / -13.4
Charge: +2
HOMO-LUMO gap (spin up / spin down), Ha: 0.249 / 0.147
E, a.u.: -2377.0496
Multiplicity: 4
Expectation value of S²: 3.76

Here are the Mulliken charges for atoms 1 to 4, given in e: 0.1017 -1.1699 0.5653 -1.7000

=====

[12]
A molecular structure, C13H23FNOsP, computed with the ωB97M-V functional and the def2-TZVPD basis.

Atoms and positions in Å:
C -2.562 0.039 -2.239
C -2.146 -1.066 -1.501
C -1.461 -0.886 -0.299
C -1.147 0.439 0.094
C -1.424 1.555 -0.727
C -2.193 1.340 -1.876
C -1.129 -2.059 0.546
C -0.369 -3.193 -0.205
N 1.007 -2.914 -0.497
Os -0.842 1.033 1.990
C -0.863 2.885 -0.306
P 0.451 2.473 1.021
H -2.373 -2.079 -1.845
H -2.485 2.195 -2.495
H -3.185 -0.121 -3.119
H -1.606 3.548 0.173
H -0.390 3.427 -1.140
H -0.570 -1.749 1.444
H -2.060 -2.531 0.895
H -0.384 -4.081 0.452
C 1.203 4.013 1.583
C 1.777 1.721 -0.003
H -0.874 -3.454 -1.146
C 1.428 -2.477 -1.789
C 1.943 -2.817 0.586
H 0.142 1.647 3.266
H 2.057 -3.239 -2.283
H 0.560 -2.280 -2.432
H 2.040 -1.564 -1.704
H 2.968 -2.784 0.189
H 1.778 -1.918 1.209
H 1.846 -3.688 1.254
H 2.158 2.452 -0.723
H 2.573 1.389 0.676
H 1.385 0.844 -0.531
H 1.062 4.833 0.868
H 0.747 4.297 2.536
H 2.277 3.854 1.749
H 0.492 0.929 3.063
F -1.830 -0.011 3.266

Output
Highest occupied orbital energy (spin up / spin down), eV: -15.0 / -15.8
Charge: +2
HOMO-LUMO gap (spin up / spin down), Ha: 0.302 / 0.227
E, a.u.: -1095.0066
Multiplicity: 5
Expectation value of S²: 6.02

Here are the Mulliken charges for atoms 1 to 4, given in e: -0.7648 -0.5927 0.1048 0.3340